Here is an isolated ion of composition C6H12NO and charge -1 at a distorted geometry from OMol25. Energies are from the ωB97M-V functional and the def2-TZVPD basis.

Last column: Löwdin charge in e.
Atoms and positions in Å:
1 C 1.353 -2.166 -0.784  -0.55
2 O 1.665 -2.775 0.362  -0.39
3 C 1.695 -0.625 -0.846  -0.20
4 C 1.187 -0.133 0.544  -0.21
5 C -0.281 0.392 0.532  -0.09
6 C -0.574 1.660 0.309  -0.22
7 N -1.856 2.247 0.435  -0.16
8 C -2.826 1.501 -0.349  -0.19
9 H 0.182 -2.259 -0.755  0.09
10 H 1.968 -2.580 -1.632  0.07
11 H 2.682 -0.466 -1.137  0.06
12 H 1.148 -0.141 -1.616  0.07
13 H 1.734 0.668 0.997  0.07
14 H 1.236 -0.940 1.360  0.11
15 H -0.920 -0.374 0.878  0.09
16 H 0.111 2.384 -0.127  0.10
17 H -2.246 2.308 1.444  0.13
18 H -2.594 0.469 -0.687  0.07
19 H -3.836 1.517 0.226  0.08
20 H -3.109 2.108 -1.324  0.08

The SMILES is CN/C=C/CCC[O-]. Its HOMO energy is -2.2 eV. The spin multiplicity is 1. The value obtained for the molar mass is 114.17 g mol⁻¹. The charge is -1.



Here is a 2-piece molecular cluster, C5H15N2O overall at a distorted geometry from OMol25. Energies are from the ωB97M-V functional and the def2-TZVPD basis.

Last column: Löwdin charge in e.
Atoms and positions in Å:
1 C 0.344 -0.819 2.264  -0.04
2 C -0.152 0.597 2.039  -0.18
3 C -0.015 1.143 0.597  -0.08
4 C -1.318 0.957 -0.313  -0.07
5 N -1.727 -0.241 -0.955  0.13
6 C -1.116 -0.989 -1.884  -0.03
7 N 0.082 -0.721 -2.301  0.28
8 H 0.440 -0.963 3.348  0.12
9 H -0.457 -1.588 1.884  0.14
10 H 1.251 -0.965 1.744  0.06
11 H -1.235 0.601 2.349  0.16
12 H 0.330 1.317 2.691  0.16
13 H 0.883 0.755 0.108  0.09
14 H 0.112 2.247 0.736  0.15
15 H -2.189 1.352 0.239  0.16
16 H -1.013 1.690 -1.104  0.19
17 H -2.602 -0.538 -0.554  0.18
18 H -1.741 -1.764 -2.353  0.20
19 H 0.543 0.103 -1.901  0.11
20 H 0.691 -1.213 -2.931  0.17
21 H 2.699 -1.058 -1.204  0.06
22 H 3.555 0.194 -1.280  0.08
23 O 2.633 -0.095 -1.220  -0.05

Its HOMO energy (alpha / beta) is -19.3 / -19.3 eV. The spin multiplicity is 2. The value obtained for the molar mass is 119.19 g mol⁻¹. The charge is +2.



Here is the molecule C5H11N at a distorted geometry from OMol25. Energies are from the ωB97M-V functional and the def2-TZVPD basis.

Last column: Löwdin charge in e.
Atoms and positions in Å:
1 C 1.707 -0.640 0.651  -0.09
2 C 0.428 -0.571 -0.161  -0.39
3 C 0.757 0.303 -1.427  -0.09
4 N -0.534 -0.005 0.857  -0.08
5 C -1.400 0.858 0.113  -0.22
6 C -1.993 -0.065 1.081  -0.11
7 H 1.816 0.338 1.135  0.08
8 H 1.599 -1.388 1.436  0.07
9 H 2.593 -0.831 0.041  0.07
10 H 0.083 -1.541 -0.539  0.13
11 H 1.112 1.315 -1.184  0.09
12 H -0.039 0.413 -2.173  0.06
13 H 1.586 -0.186 -1.957  0.08
14 H -1.547 0.544 -0.915  0.09
15 H -1.193 1.902 0.291  0.11
16 H -2.316 0.414 2.006  0.10
17 H -2.660 -0.860 0.744  0.10

The SMILES is CC(C)N1CC1. Its HOMO energy is -8.8 eV. The spin multiplicity is 1. The value obtained for the molar mass is 85.15 g mol⁻¹. The charge is 0.



Here is C17H13CrF3I2N4O8S2 as an isolated structure from OMol25. Energies are from the ωB97M-V functional and the def2-TZVPD basis.

Last column: Löwdin charge in e.
Atoms and positions in Å:
1 Cr -1.277 0.335 -0.317  0.59
2 O 4.215 -1.794 1.021  0.08
3 C 2.993 -1.279 0.744  -0.27
4 C 2.612 -0.006 1.170  0.09
5 C 1.341 0.420 0.848  -0.15
6 N 0.523 -0.355 0.162  0.05
7 C 0.868 -1.560 -0.261  -0.15
8 C 2.115 -2.075 0.007  0.10
9 C -0.282 -2.219 -1.002  -0.54
10 O -0.184 -3.331 -1.469  0.09
11 O -1.348 -1.461 -0.995  -0.13
12 C 0.691 1.748 1.188  -0.54
13 O 1.302 2.625 1.760  0.09
14 O -0.554 1.792 0.798  -0.15
15 H 4.698 -1.188 1.593  0.11
16 H 3.269 0.638 1.740  0.14
17 H 2.395 -3.063 -0.329  0.14
18 I -2.312 -0.593 -4.782  0.30
19 I -4.689 -1.741 -5.186  -0.02
20 C -2.392 -0.296 1.346  -0.21
21 C -1.481 -0.911 2.313  -0.28
22 C -0.835 -0.139 3.294  -0.04
23 C 0.144 -0.673 4.105  -0.03
24 C 0.505 -2.016 3.977  -0.26
25 C -0.157 -2.815 3.041  -0.03
26 C -1.136 -2.272 2.236  -0.04
27 C 1.547 -2.564 4.795  -0.21
28 N 2.386 -3.006 5.449  0.12
29 H -2.883 0.591 1.747  0.05
30 H -3.129 -0.999 0.955  0.07
31 H -1.093 0.909 3.385  0.12
32 H 0.646 -0.052 4.836  0.12
33 H 0.113 -3.859 2.946  0.12
34 H -1.631 -2.895 1.500  0.12
35 F 2.501 0.070 -2.654  0.14
36 C 2.232 1.332 -2.994  -0.66
37 F 2.927 1.632 -4.091  0.14
38 F 2.644 2.128 -2.003  0.14
39 S 0.431 1.548 -3.280  0.50
40 O 0.280 2.954 -3.587  -0.30
41 O -0.130 1.172 -1.991  -0.35
42 O 0.132 0.627 -4.352  -0.47
43 N -1.636 3.473 -1.418  0.13
44 C -2.528 2.641 -1.953  -0.87
45 N -2.798 2.746 -3.255  0.12
46 S -3.318 1.459 -0.988  0.73
47 H -0.943 3.874 -2.038  0.10
48 H -1.308 3.227 -0.490  0.08
49 H -2.142 3.230 -3.853  0.10
50 H -3.321 1.991 -3.669  0.03

Its HOMO energy (alpha / beta) is -5.6 / -5.4 eV. The spin multiplicity is 2. The value obtained for the molar mass is 828.24 g mol⁻¹. The charge is -1.